Record 1
16
Properties=species:S:1:pos:R:3:forces:R:3 method="wB97M-V/def2-TZVPD" orbital_gap_ev=9.15 de_lowest_kj_mol=109.46 lumo_ev=0.437 e_tot_ev=-10425.058 charge=0 fmax_ev_per_a=2.04 e_homo_ev=-8.7
C 2.5381 0.0730 -0.8775 -0.26 -0.10 -0.27
C 1.9774 -1.0405 -0.4031 0.16 1.06 0.16
O 1.3330 -1.1068 0.7727 -0.31 -2.01 0.02
H 2.9439 0.1773 -1.8727 0.16 -0.38 0.05
H 2.4910 0.9849 -0.2996 -0.02 0.06 0.15
H 1.9435 -2.0097 -0.8811 0.08 0.12 -0.28
H 1.3295 -0.3719 1.3694 0.10 1.15 0.06
H -1.0928 -0.3325 1.6988 0.08 0.09 0.19
H -0.8252 0.3954 3.0407 -0.50 -0.05 0.90
O -0.5276 0.3059 2.1513 0.49 0.09 -0.97
H -1.7701 2.1420 -0.9764 -0.30 0.56 0.66
H -2.5963 2.7189 0.3067 0.65 -0.49 -0.94
O -2.4291 1.9609 -0.2894 -0.35 -0.13 0.23
H -2.4644 -1.4672 -0.9925 -0.87 -0.18 0.27
H -1.2419 -0.7769 -1.3884 0.67 0.57 -0.14
O -1.6091 -1.6527 -1.3589 0.19 -0.35 -0.09



Record 2
16
Properties=species:S:1:pos:R:3:forces:R:3 method="wB97M-V/def2-TZVPD" orbital_gap_ev=10.77 de_lowest_kj_mol=43.39 lumo_ev=0.424 e_tot_ev=-10425.743 charge=0 fmax_ev_per_a=1.24 e_homo_ev=-10.3
C -1.3220 -1.3548 -0.9367 -0.42 0.10 0.50
C -1.5033 0.1655 -0.9698 0.83 -0.84 -0.36
O -0.2969 0.8805 -1.2356 -0.21 0.05 0.29
O -0.5247 -1.7504 0.1750 0.09 0.28 0.28
H -0.8859 -1.7818 -1.8412 -0.22 0.23 -0.27
H -2.3444 -1.7179 -0.7711 0.09 -0.34 -0.35
H -1.8718 0.4480 0.0133 0.09 0.35 -0.01
H -2.2418 0.4005 -1.7363 -0.21 0.02 0.06
H 0.1309 0.5024 -2.0099 -0.05 0.01 -0.05
H -0.1316 -2.6157 0.0458 -0.17 -0.09 -0.23
O 1.2413 0.2246 1.0612 0.12 0.01 -0.06
H 0.8088 0.6685 0.3119 0.09 -0.12 0.13
H 0.8478 -0.6608 1.0445 0.03 0.36 0.00
O 2.4525 2.5040 2.2968 0.18 -0.24 -0.13
H 3.3308 2.4472 2.6856 -0.07 0.02 -0.04
H 2.3103 1.6403 1.8665 -0.18 0.20 0.24



Record 3
16
Properties=species:S:1:pos:R:3:forces:R:3 method="wB97M-V/def2-TZVPD" orbital_gap_ev=7.75 de_lowest_kj_mol=151.97 lumo_ev=0.062 e_tot_ev=-27912.254 charge=0 fmax_ev_per_a=5.70 e_homo_ev=-7.7
C -0.2642 0.7942 -0.9227 -1.31 0.02 -0.94
C -0.8827 1.9714 -0.1528 3.78 -1.76 3.89
O 0.8024 0.0291 -0.3574 -1.66 1.61 -1.35
Si 1.0994 -1.0603 2.1352 1.01 1.19 1.95
Si -1.1069 0.4483 -2.4662 2.02 -1.28 1.68
Si 0.8831 -1.6141 -0.0399 -0.58 -1.52 -0.56
H -0.0425 2.5477 0.3875 -1.09 -0.53 -0.76
H -1.4699 1.5327 0.7439 0.44 0.82 -1.64
H -1.3833 2.6566 -0.7550 -1.23 0.81 -1.04
H 0.3476 0.1427 2.8346 0.25 -1.21 -1.04
H 2.5051 -0.4996 2.0433 -0.37 -0.14 0.04
H 1.2295 -2.1168 3.1542 -0.17 -0.22 0.06
H -1.1628 -1.0067 -2.4057 0.06 -0.45 -0.91
H -2.1567 1.1217 -3.1783 -0.61 0.61 0.15
H -0.4010 -2.3303 -0.3968 0.43 0.43 -0.03
H 2.0030 -2.6166 -0.6241 -0.98 1.61 0.49



Record 4
14
Properties=species:S:1:pos:R:3:forces:R:3 method="wB97M-V/def2-TZVPD" orbital_gap_ev="6.93 / 6.74" de_lowest_kj_mol=260.37 lumo_ev="-0.669 / -0.736" e_tot_ev=-17987.570 charge=0 fmax_ev_per_a=3.83 e_homo_ev="-7.6 / -7.5"
C 1.9565 -0.7032 -1.8662 -0.93 0.69 0.23
C -1.1976 1.0762 2.3716 -0.71 -1.63 1.40
Si 0.3537 0.3478 -1.7157 -0.45 -2.07 0.39
Si -1.2844 -0.6305 1.2975 2.47 2.93 0.12
H 2.4214 -0.7841 -0.9184 0.96 0.62 1.00
H 1.8151 -1.7275 -2.0417 -1.02 -1.59 -0.56
H 2.6359 -0.4183 -2.6429 0.49 0.71 -0.26
H -1.0966 0.8417 3.5094 -0.02 0.22 -1.94
H -0.2870 1.5943 2.0563 -0.47 0.16 0.07
H -2.1448 1.6865 2.3142 1.17 -0.53 -0.40
H 0.6486 1.6056 -2.4072 -0.10 0.60 0.32
H -0.7124 -0.3067 -2.5707 0.28 0.28 0.26
H -2.5269 -0.8074 0.6580 -1.26 -0.57 -0.37
H -0.5813 -1.7745 1.9559 -0.40 0.18 -0.25



The following molar mass values (in g/mol) correspond, in order, to the records above: 98.1; 98.1; 134.4; 90.3.